[1]
{
  "formula": "C5F15MgNO13S5",
  "method": "ωB97M-V with the def2-TZVPD basis set",
  "elements": ["Mg", "C", "F", "F", "F", "S", "O", "O", "O", "C", "F", "F", "F", "S", "O", "O", "O", "C", "F", "F", "F", "S", "O", "O", "O", "C", "F", "F", "F", "S", "O", "O", "N", "S", "O", "O", "C", "F", "F", "F"],
  "positions_angstrom": [[-2.47, -14.86, -0.56], [0.46, -17.01, 2.18], [1.77, -17.18, 2.42], [0.09, -17.87, 1.29], [-0.16, -17.25, 3.34], [0.03, -15.23, 1.52], [1.11, -14.87, 0.57], [-1.29, -15.45, 0.81], [-0.01, -14.34, 2.67], [-3.33, -10.71, -0.14], [-3.31, -10.94, -1.49], [-2.07, -10.55, 0.21], [-4.08, -9.63, 0.22], [-4.13, -12.28, 0.69], [-3.42, -13.39, 0.02], [-3.86, -12.24, 2.15], [-5.58, -12.16, 0.36], [0.48, -14.03, -3.66], [0.94, -13.35, -4.70], [0.11, -15.26, -4.15], [1.40, -14.18, -2.68], [-0.99, -13.11, -2.84], [-1.46, -13.96, -1.71], [-0.31, -11.90, -2.33], [-1.99, -12.85, -3.85], [-5.00, -17.92, 0.58], [-5.26, -19.10, 0.01], [-5.80, -17.55, 1.53], [-3.78, -17.84, 1.08], [-4.96, -16.55, -0.84], [-5.82, -16.96, -1.97], [-5.47, -15.34, -0.16], [-3.26, -16.34, -1.20], [-3.02, -17.42, -2.35], [-3.58, -18.78, -2.14], [-3.17, -16.79, -3.68], [-1.09, -17.84, -2.08], [-0.58, -16.85, -1.43], [-0.98, -18.97, -1.48], [-0.52, -18.09, -3.30]],
  "lowdin_spin": [-0.001, 0.000, 0.000, 0.000, 0.000, 0.000, 0.001, 0.002, 0.001, -0.009, -0.002, -0.002, -0.002, -0.057, 0.166, 0.435, 0.465, 0.000, 0.000, 0.000, 0.000, 0.000, 0.001, 0.001, 0.001, 0.000, 0.000, 0.000, 0.000, 0.000, 0.000, 0.001, 0.000, 0.000, 0.000, 0.000, 0.000, 0.000, 0.000, 0.000],
  "fmax_ev_per_a": 6.4,
  "s2": 0.767,
  "multiplicity": 2,
  "total_charge": -1,
  "e_tot_ha": -4912.50138
}



[2]
{
  "formula": "C7H10ClN3O2",
  "method": "ωB97M-V with the def2-TZVPD basis set",
  "elements": ["C", "C", "C", "C", "C", "C", "C", "N", "N", "N", "O", "O", "Cl", "H", "H", "H", "H", "H", "H", "H", "H", "H", "H"],
  "positions_angstrom": [[-2.73, -1.55, 0.43], [-0.64, -1.83, -0.71], [-2.69, -0.16, 0.22], [2.43, 0.26, 0.75], [-1.72, -2.42, -0.08], [-1.49, 0.26, -0.44], [-0.43, 2.28, -1.17], [-0.58, -0.53, -0.94], [3.81, 0.43, 1.00], [1.43, 0.34, 1.52], [2.08, 0.09, -0.53], [-1.49, 1.61, -0.58], [-4.03, 0.85, 0.71], [-3.59, -2.10, 0.87], [0.31, -2.19, -1.17], [1.16, -0.05, -0.70], [-1.73, -3.43, 0.10], [0.67, 1.84, -0.95], [-0.25, 3.32, -0.73], [-0.46, 2.29, -2.24], [4.03, 0.05, 1.92], [4.40, 0.15, 0.23], [1.52, 0.51, 2.51]],
  "nbo_charge": [-0.162, 0.055, -0.107, 0.701, -0.286, 0.533, -0.276, -0.531, -0.844, -0.812, -0.735, -0.486, 0.039, 0.231, 0.217, 0.521, 0.221, 0.197, 0.205, 0.183, 0.390, 0.397, 0.350],
  "de_lowest_ev": 0.078,
  "fmax_ev_per_a": 4.7,
  "smiles": "COc1ncccc1Cl.[H]/N=C(\\N)O",
  "e_tot_ha": -1047.64474
}



[3]
{
  "formula": "C12H16BCl2CrF4O20",
  "method": "ωB97M-V with the def2-TZVPD basis set",
  "elements": ["Cr", "Cl", "O", "O", "O", "O", "Cl", "O", "O", "O", "O", "B", "F", "F", "F", "F", "C", "C", "O", "C", "O", "O", "H", "H", "H", "H", "C", "C", "O", "C", "O", "O", "H", "H", "H", "H", "C", "C", "O", "C", "O", "O", "H", "H", "H", "H", "C", "C", "O", "C", "O", "O", "H", "H", "H", "H"],
  "positions_angstrom": [[1.05, -0.60, -0.27], [3.28, 1.10, 1.78], [2.53, 0.87, 2.98], [2.52, 0.47, 0.66], [3.40, 2.47, 1.43], [4.55, 0.46, 1.85], [-2.44, -0.08, -1.03], [-2.83, 1.12, -0.38], [-1.09, -0.46, -0.56], [-3.31, -1.17, -0.69], [-2.37, 0.10, -2.45], [2.18, -1.46, -2.54], [2.39, -2.73, -2.99], [2.65, -1.28, -1.13], [2.87, -0.50, -3.24], [0.80, -1.17, -2.34], [-0.92, -0.79, 4.84], [-0.34, -2.20, 4.71], [-0.10, -2.28, 3.29], [-0.01, -1.04, 2.81], [0.33, -0.77, 1.70], [-0.46, -0.13, 3.66], [-0.52, -0.27, 5.71], [-2.00, -0.77, 4.94], [-1.08, -2.96, 4.93], [0.54, -2.34, 5.34], [-0.09, 5.28, 0.94], [-1.58, 4.94, 1.03], [-1.62, 3.51, 1.03], [-0.38, 3.01, 0.92], [-0.08, 1.87, 0.99], [0.54, 4.00, 0.81], [0.31, 5.72, 1.85], [0.15, 5.90, 0.08], [-2.13, 5.28, 0.16], [-2.07, 5.30, 1.94], [0.00, 2.60, -4.36], [-1.20, 2.72, -3.41], [-0.60, 2.47, -2.14], [0.51, 1.74, -2.33], [1.06, 1.16, -1.44], [0.88, 1.75, -3.60], [0.52, 3.54, -4.55], [-0.27, 2.08, -5.27], [-1.98, 2.01, -3.67], [-1.66, 3.70, -3.34], [-0.34, -5.64, -1.75], [-0.39, -5.98, -0.26], [0.20, -4.82, 0.35], [0.21, -3.83, -0.54], [0.50, -2.70, -0.29], [-0.18, -4.22, -1.75], [-1.24, -5.95, -2.27], [0.53, -6.08, -2.23], [0.19, -6.86, -0.02], [-1.41, -6.06, 0.13]],
  "lowdin_spin": [2.864, 0.003, 0.005, 0.005, -0.005, -0.002, 0.003, 0.002, 0.018, 0.003, 0.000, 0.002, 0.000, 0.003, 0.000, 0.027, 0.000, 0.000, 0.001, 0.006, 0.029, 0.001, 0.000, 0.000, 0.000, 0.000, 0.000, 0.000, 0.000, 0.000, 0.003, 0.000, 0.000, 0.000, 0.000, 0.000, 0.000, 0.000, 0.001, 0.001, 0.004, 0.000, 0.000, 0.000, 0.000, 0.000, 0.000, 0.000, 0.001, 0.004, 0.018, 0.001, 0.000, 0.000, 0.000, 0.000],
  "de_lowest_ev": 0.000,
  "fmax_ev_per_a": 2.1,
  "s2": 3.770,
  "multiplicity": 4,
  "e_tot_ha": -4360.57428
}



[4]
{
  "formula": "C9H11Br3Cl6O6",
  "method": "ωB97M-V with the def2-TZVPD basis set",
  "elements": ["C", "Br", "Br", "Br", "H", "C", "Cl", "Cl", "Cl", "H", "C", "Cl", "Cl", "Cl", "H", "C", "C", "O", "C", "O", "O", "H", "H", "H", "H", "C", "C", "O", "C", "O", "O", "H", "H", "H", "H"],
  "positions_angstrom": [[0.10, -0.54, 1.68], [-0.49, 0.02, 3.43], [-1.35, -1.43, 0.74], [1.55, -1.78, 1.94], [0.39, 0.33, 1.10], [3.55, -2.02, -1.18], [4.74, -2.87, -2.16], [1.90, -2.29, -1.73], [3.89, -0.29, -1.11], [3.60, -2.43, -0.18], [-0.38, 1.84, -2.29], [-1.90, 2.51, -2.89], [0.98, 2.32, -3.29], [-0.49, 0.07, -2.20], [-0.20, 2.22, -1.30], [4.34, 3.40, 1.71], [3.83, 2.53, 2.87], [2.64, 1.97, 2.32], [2.25, 2.72, 1.28], [1.27, 2.51, 0.65], [3.14, 3.70, 1.01], [4.99, 2.78, 1.09], [4.89, 4.25, 2.10], [3.64, 3.12, 3.77], [4.55, 1.77, 3.13], [-5.77, -1.93, -1.61], [-4.28, -2.09, -1.34], [-4.24, -3.29, -0.56], [-5.45, -3.46, 0.02], [-5.70, -4.22, 0.88], [-6.37, -2.59, -0.50], [-6.00, -2.51, -2.51], [-6.06, -0.90, -1.82], [-3.83, -1.29, -0.75], [-3.73, -2.14, -2.28]],
  "nbo_charge": [-0.481, 0.086, 0.078, 0.069, 0.246, -0.288, 0.024, 0.027, 0.007, 0.228, -0.281, 0.014, 0.021, -0.002, 0.247, -0.098, -0.095, -0.479, 0.984, -0.609, -0.480, 0.185, 0.207, 0.187, 0.204, -0.100, -0.101, -0.493, 0.968, -0.556, -0.492, 0.176, 0.208, 0.187, 0.203],
  "de_lowest_ev": 0.110,
  "fmax_ev_per_a": 1.5,
  "e_tot_ha": -11284.16982
}



[5]
{
  "formula": "C3H2F4O2",
  "method": "ωB97M-V with the def2-TZVPD basis set",
  "elements": ["F", "F", "F", "F", "O", "O", "C", "C", "C", "H", "H"],
  "positions_angstrom": [[-0.46, 2.08, -0.70], [0.27, 2.03, 1.56], [-0.85, -0.41, -1.63], [1.52, -1.51, -0.84], [-1.06, 0.38, 0.58], [1.14, 0.58, -0.05], [-0.02, 1.31, 0.37], [-0.77, -0.79, -0.29], [0.78, -0.81, 0.03], [-1.31, -1.70, -0.08], [0.77, -1.15, 1.06]],
  "nbo_charge": [-0.311, -0.311, -0.334, -0.302, -0.523, -0.507, 1.095, 0.413, 0.437, 0.196, 0.148],
  "de_lowest_ev": 0.908,
  "fmax_ev_per_a": 4.3,
  "smiles": "F[C@@H]1OC(F)(F)O[C@@H]1F",
  "e_tot_ha": -665.43590
}



[6]
{
  "formula": "C2H7OS",
  "method": "ωB97M-V with the def2-TZVPD basis set",
  "elements": ["O", "H", "C", "C", "S", "H", "H", "H", "H", "H", "H"],
  "positions_angstrom": [[-0.36, -2.29, 0.65], [-1.27, -2.12, 0.67], [-0.55, 0.94, 1.35], [0.48, 0.27, 0.50], [0.38, 0.65, -1.35], [0.01, 1.39, 2.26], [-0.81, 1.88, 0.81], [-1.38, 0.34, 1.59], [0.03, -1.22, 0.40], [1.50, -0.10, 0.80], [-0.93, 0.54, -1.30]],
  "nbo_charge": [-1.097, 0.421, -0.643, -0.767, -0.186, 0.182, 0.184, 0.177, 0.443, 0.202, 0.085],
  "de_lowest_ev": 2.849,
  "fmax_ev_per_a": 4.3,
  "total_charge": -1,
  "e_tot_ha": -553.75926
}